Entry 1:
C6H18N2 | ωB97M-V/def2-TZVPD

Calculated values
DFT total energy	-9492.308	eV
relative energy (zero: lowest compared OMol25 entry of this formula, charge and spin)	33.6	kcal per mole
gap between HOMO and LUMO	9.55	eV
SMILES	CN(C)C.CN(C)C

Each line ends with the Mulliken charge.
CARTESIAN COORDINATES (ANGSTROEM)
C  0.952709  -1.167221  1.235116  -0.781
N  1.150539  -2.364431  0.509067  -0.152
C  0.406279  -2.197761  -0.788553  -0.828
C  0.718909  -3.530520  1.250776  -0.902
H  1.329499  -0.318662  0.639636  0.142
H  1.498209  -1.194271  2.193396  0.286
H  -0.117701  -1.002541  1.444147  0.345
H  0.873909  -1.361451  -1.334923  0.254
H  -0.671550  -1.989241  -0.681653  0.311
H  0.529179  -3.118770  -1.382893  0.325
H  1.276309  -3.583280  2.201106  0.303
H  0.945259  -4.433740  0.659527  0.319
H  -0.360731  -3.519100  1.476326  0.319
C  0.044479  2.725667  -1.661173  -0.924
N  -0.727610  1.761439  -0.823183  -0.104
C  -2.057520  2.386627  -0.540393  -0.953
C  0.065309  1.635478  0.423077  -1.110
H  0.080349  3.753597  -1.262813  0.341
H  -0.368051  2.758768  -2.683582  0.327
H  1.073319  2.331008  -1.709533  0.306
H  -2.596930  1.736727  0.169017  0.286
H  -2.579290  2.356528  -1.511713  0.351
H  -2.083300  3.421307  -0.159113  0.346
H  -0.192331  2.580398  0.930386  0.466
H  1.163579  1.535698  0.401787  0.431
H  -0.352831  0.797758  1.006156  0.294

Atoms 1-2, force components in eV/Å:
0.527 0.724 0.718
-0.736 -0.399 -1.744


Entry 2:
C6H18N2O2P | ωB97M-V/def2-TZVPD

Calculated values
DFT total energy	-22870.955	eV
net charge	+1
relative energy (zero: lowest compared OMol25 entry of this formula, charge and spin)	30.2	kcal per mole
gap between HOMO and LUMO	8.88	eV
SMILES	CC(C)[N+](C(C)C)=P(N)(O)O

Each line ends with the Mulliken charge.
CARTESIAN COORDINATES (ANGSTROEM)
C  -0.215288  2.222586  1.590264  -1.483
C  0.495958  1.427928  0.522910  0.150
C  0.177904  1.792926  -0.936714  -0.985
N  0.252826  -0.004138  0.708077  0.095
C  1.161482  -1.027300  0.352918  0.541
C  1.156146  -1.514042  -1.101921  -1.495
C  1.197885  -2.233084  1.238230  -1.463
P  -1.756176  -0.424241  -0.022036  0.730
N  -2.298678  -0.227698  -1.634058  -0.409
O  -2.115749  -1.882967  0.277174  -0.456
O  -2.791330  0.344929  0.864486  -0.498
H  -1.218466  2.551337  1.293109  0.383
H  -0.142256  1.778310  2.556265  0.352
H  0.315571  3.209807  1.726998  0.395
H  1.529517  1.561563  0.842721  0.471
H  0.670946  1.113175  -1.660535  0.134
H  0.429850  2.882112  -1.105928  0.379
H  -0.888390  1.705829  -0.982252  0.400
H  2.158959  -0.688909  0.436169  0.317
H  1.780760  -2.350945  -1.231434  0.477
H  0.193928  -1.828784  -1.527720  0.205
H  1.535501  -0.725421  -1.595315  0.473
H  0.377674  -3.051076  1.009243  0.243
H  1.209398  -1.878619  2.302470  0.332
H  2.139721  -2.691091  1.057657  0.472
H  -1.575755  -0.348243  -2.280352  0.251
H  -3.279280  -0.411346  -1.864895  0.260
H  -1.985495  -2.145316  1.212588  0.369
H  -2.591495  1.331586  0.960077  0.361

Atoms 1-2, force components in eV/Å:
0.291 2.406 -0.720
0.397 -0.834 -0.344


Entry 3:
C6H18N3 | ωB97M-V/def2-TZVPD

Calculated values
DFT total energy	-10978.783	eV
net charge	+1
relative energy (zero: lowest compared OMol25 entry of this formula, charge and spin)	11.1	kcal per mole
gap between HOMO and LUMO	11.26	eV

Each line ends with the Mulliken charge.
CARTESIAN COORDINATES (ANGSTROEM)
C  1.767404  -0.191548  0.524073  -0.181
C  2.623321  0.166839  1.736568  -1.234
C  1.266459  1.611721  -1.177197  0.759
N  1.118639  1.033750  -0.002088  -0.122
N  2.094674  1.127434  -2.109083  -0.368
N  0.577217  2.737980  -1.435597  -0.428
H  2.304129  -0.624314  -0.317061  0.372
H  0.985030  -0.875275  0.802103  -0.059
H  3.274935  -0.646653  1.996422  0.369
H  1.942699  0.333579  2.568416  0.367
H  0.432106  1.480807  0.587214  0.206
H  2.730285  0.393963  -1.847858  0.181
H  2.390130  1.768248  -2.832375  0.249
H  -0.194935  2.944511  -0.822249  0.230
H  0.441577  3.016341  -2.395369  0.237
H  3.222598  1.052174  1.590395  0.353
C  -2.046282  -1.470024  0.767558  1.054
C  -2.310178  -2.553448  -0.294330  -1.101
C  -2.814120  -0.171659  0.508724  -1.311
H  -2.371623  -1.853394  1.734094  0.384
H  -0.988912  -1.228018  0.743770  -0.932
H  -2.801615  -3.422641  0.148524  0.283
H  -2.428611  0.432361  -0.313452  0.289
H  -3.865183  -0.405889  0.305166  0.418
H  -1.400646  -2.861171  -0.795240  0.332
H  -3.030462  -2.262672  -1.066673  0.312
H  -2.918635  0.466995  1.395554  0.344

Atoms 1-2, force components in eV/Å:
0.396 1.087 -0.358
-0.618 -0.213 -0.193


Entry 4:
C6H18N3P | ωB97M-V/def2-TZVPD

Calculated values
DFT total energy	-20269.159	eV
relative energy (zero: lowest compared OMol25 entry of this formula, charge and spin)	27.7	kcal per mole
gap between HOMO and LUMO	8.29	eV

Each line ends with the Mulliken charge.
CARTESIAN COORDINATES (ANGSTROEM)
C  -0.094908  0.054663  2.177750  -1.146
C  1.342777  2.630974  -0.100237  -0.954
C  -2.039202  -1.452865  0.082335  -1.313
C  -2.611987  0.796953  -0.410511  -1.121
C  2.027188  -1.541216  0.551521  -1.265
C  1.185133  -0.945898  -1.577244  -1.369
N  0.329101  1.678278  -0.409192  -0.167
N  -1.548659  -0.168325  -0.433761  0.060
N  0.832087  -1.218982  -0.170358  0.091
P  -0.153308  0.074780  0.496168  0.565
H  -0.989990  0.404365  2.717621  0.237
H  0.803198  -0.232126  2.542550  0.334
H  1.146800  2.871979  1.045339  0.243
H  2.283410  2.179862  -0.143137  0.262
H  1.167351  3.613957  -0.631427  0.306
H  -2.592659  -1.481833  0.974701  0.430
H  -2.689980  -1.887995  -0.605016  0.527
H  -1.342829  -2.239922  0.004340  0.397
H  -2.972708  0.630988  -1.368455  0.448
H  -3.449742  0.753084  0.225982  0.340
H  -2.117446  1.886474  -0.359295  0.291
H  2.633163  -0.758917  0.815554  0.465
H  1.831767  -1.953872  1.456010  0.447
H  2.609841  -2.351249  -0.011164  0.270
H  1.401595  -1.853519  -1.973938  0.569
H  0.449738  -0.623681  -2.225800  0.419
H  1.990262  -0.315924  -1.785226  0.393
H  -0.209718  1.835126  -1.248603  0.241

Atoms 1-2, force components in eV/Å:
-3.420 0.942 -2.861
-2.558 1.582 3.324


Entry 5:
C6H18N4 | ωB97M-V/def2-TZVPD

Calculated values
DFT total energy	-12450.145	eV
net charge	+2
relative energy (zero: lowest compared OMol25 entry of this formula, charge and spin)	38.5	kcal per mole
multiplicity	3
gap between HOMO and LUMO (alpha / beta)	10.21 / 7.58	eV

Each line ends with the Mulliken charge.
CARTESIAN COORDINATES (ANGSTROEM)
C  -0.065023  -0.952984  0.748815  -0.405
C  0.532474  -2.419561  0.600127  -1.019
C  -3.028395  0.654664  -0.456259  -0.873
C  0.215121  2.317830  0.541286  -0.883
C  2.144185  0.110481  0.573211  -0.824
C  1.055354  -0.501809  -1.550228  -1.181
N  -1.352632  -0.828535  0.163230  -0.033
N  -1.906198  0.309095  0.284682  -0.046
N  0.053880  1.195939  -0.324306  -0.610
N  0.855348  0.075308  -0.106538  0.597
H  -0.007459  -0.650570  1.757843  0.617
H  1.466871  -2.228580  1.269302  0.337
H  0.727498  -2.700731  -0.440813  0.352
H  -0.111037  -3.067847  1.134204  0.466
H  -2.956414  1.719268  -0.362509  0.347
H  -3.198022  0.327278  -1.393878  0.439
H  -4.039452  0.539537  0.082815  0.338
H  -0.633823  2.900475  0.214522  0.349
H  -0.028501  1.876062  1.535065  0.381
H  1.030571  2.940311  0.433752  0.389
H  2.752601  1.050281  0.377568  0.312
H  1.979173  0.097728  1.741188  0.392
H  2.787503  -0.720574  0.362995  0.405
H  1.725171  0.243215  -1.940246  0.524
H  1.603090  -1.472082  -1.553737  0.410
H  0.082683  -0.652305  -2.015787  0.448
H  -1.652962  -1.667536  -0.355419  0.397
H  -0.031612  1.505643  -1.320874  0.375

Atoms 1-2, force components in eV/Å:
0.897 -2.043 -2.938
1.643 3.501 1.550


Entry 6:
C6H18N4O4SbSe5W | ωB97M-V/def2-TZVPD

Calculated values
DFT total energy	-355757.400	eV
net charge	-1
relative energy (zero: lowest compared OMol25 entry of this formula, charge and spin)	178.7	kcal per mole
gap between HOMO and LUMO (alpha / beta)	4.50 / 4.63	eV

Each line ends with the Mulliken charge.
CARTESIAN COORDINATES (ANGSTROEM)
W  1.696871  -1.014837  -1.857430  1.284
N  2.292031  -0.452057  1.647640  -0.388
C  1.714868  0.860406  1.936552  -0.622
C  0.207805  0.740579  2.097232  -1.089
N  -0.561989  0.639890  0.847923  0.801
C  -1.907451  0.163714  1.246108  -0.781
C  -2.957659  -0.096092  0.174155  -0.898
N  -2.530129  -1.076537  -0.818165  -0.210
C  -0.670226  1.921563  0.162414  -1.200
C  -0.110641  2.014701  -1.287713  -0.828
N  -0.155163  0.765835  -2.099070  -0.380
H  2.237302  -1.030660  2.474288  0.170
H  3.264550  -0.374604  1.389470  0.196
H  1.964659  1.538353  1.117991  0.234
H  2.121654  1.284095  2.863765  0.444
H  -0.164108  1.597279  2.684293  0.385
H  0.027487  -0.173545  2.664960  0.536
H  -2.344840  0.876222  1.968469  0.269
H  -1.755992  -0.779659  1.767927  0.370
H  -3.241781  0.818237  -0.354195  0.414
H  -3.835024  -0.447460  0.732516  0.448
H  -3.237473  -1.161208  -1.539121  0.200
H  -2.520692  -1.988869  -0.369999  -0.013
H  -0.160221  2.696663  0.743731  0.427
H  -1.731495  2.182628  0.117387  0.461
H  0.935521  2.302266  -1.259201  0.307
H  -0.669268  2.805687  -1.796576  0.516
H  0.179920  1.019513  -3.017004  0.348
H  -1.107118  0.451054  -2.168492  0.136
Se  -2.604171  -4.072874  1.544715  -0.655
Sb  -0.217938  -3.837793  1.264232  0.367
Se  0.302290  -2.527960  -2.875357  -0.426
Se  0.709440  -2.453889  -0.537391  0.557
Se  0.742840  -3.871184  3.505067  -0.651
O  2.418447  0.589710  -1.292996  -0.446
Se  3.363787  0.407625  -2.837888  0.593
O  1.937982  -0.393565  -3.597317  -0.561
O  3.205235  -1.833369  -1.828722  -0.637
O  3.160693  1.910141  -3.414215  -0.677

Atoms 1-2, force components in eV/Å:
0.906 0.644 2.270
-0.165 0.137 -0.301


Entry 7:
C6H18N8NiO10 | ωB97M-V/def2-TZVPD

Calculated values
DFT total energy	-79958.283	eV
relative energy (zero: lowest compared OMol25 entry of this formula, charge and spin)	45.5	kcal per mole
multiplicity	3
gap between HOMO and LUMO (alpha / beta)	7.35 / 7.31	eV

Each line ends with the Mulliken charge.
CARTESIAN COORDINATES (ANGSTROEM)
Ni  0.257169  -0.283164  0.615552  2.600
O  -0.143430  -4.365758  1.219800  -0.475
C  0.732339  -3.364342  1.117141  0.612
O  0.453412  -2.170615  1.456769  -0.604
O  1.877323  -3.615424  0.692694  -0.791
H  0.444471  -5.046011  0.857984  0.304
O  0.133726  2.702256  2.450257  -0.424
C  0.598452  1.622618  3.099012  0.573
O  1.056953  1.825638  4.232323  -0.750
O  0.380412  0.520049  2.523747  -0.641
H  0.067765  3.352641  3.160084  0.262
C  -0.764055  2.526525  -0.558502  0.673
O  -0.332697  1.441693  -0.201918  -0.869
N  -0.428211  3.212250  -1.656081  -0.461
N  -1.663842  3.161308  0.217481  -0.437
H  -0.940490  4.051364  -1.858128  0.143
H  0.359497  2.856195  -2.170417  0.241
H  -2.230332  3.774409  -0.348751  0.205
H  -2.069669  2.702982  1.016363  0.251
C  -0.005299  -0.757898  -2.383297  0.621
O  0.455628  -1.128812  -1.316630  -0.523
N  -1.179845  -1.181892  -2.870714  -0.423
N  0.650610  0.039503  -3.250148  -0.426
H  -1.481540  -0.949985  -3.799764  0.151
H  -1.693253  -1.798651  -2.257882  0.260
H  0.383561  0.174118  -4.208887  0.147
H  1.505886  0.454172  -2.916772  0.257
C  3.358516  -0.002982  0.850585  0.400
O  2.189573  0.141046  0.531092  -0.539
N  4.176895  1.038803  0.906042  -0.418
N  3.884725  -1.151601  1.337136  -0.361
H  3.839136  1.984495  0.845355  0.247
H  5.052168  0.933564  1.391930  0.164
H  3.449024  -2.019221  1.040248  0.209
H  4.878378  -1.213938  1.484509  0.181
C  -2.962373  -1.053941  0.055634  0.582
O  -1.807706  -0.870974  0.416745  -0.787
N  -3.939920  -0.191125  0.070407  -0.445
N  -3.258688  -2.206159  -0.605934  -0.588
H  -3.620564  0.726760  0.341346  0.264
H  -4.717665  -0.546792  -0.455530  0.161
H  -2.749496  -2.948463  -0.140017  0.295
H  -4.196531  -2.374656  -0.930882  0.162

Atoms 1-2, force components in eV/Å:
0.218 -1.303 1.591
-0.530 -0.486 -0.098


Entry 8:
C6H18NO5 | ωB97M-V/def2-TZVPD

Calculated values
DFT total energy	-18233.013	eV
net charge	+1
relative energy (zero: lowest compared OMol25 entry of this formula, charge and spin)	0.0	kcal per mole
gap between HOMO and LUMO	9.01	eV

Each line ends with the Mulliken charge.
CARTESIAN COORDINATES (ANGSTROEM)
O  -0.638163  0.339987  2.313790  -0.446
C  0.430599  0.836234  2.592278  -0.020
C  1.712818  0.020284  2.532704  -0.495
C  1.570604  -1.165763  1.514432  -0.901
C  0.739314  -0.763770  0.342493  -0.075
C  0.288489  -1.625760  -0.567559  -0.628
N  -0.569999  -1.224460  -1.605875  0.204
C  -1.460114  -0.309672  -1.548132  -0.353
H  0.496380  1.864732  2.977463  0.424
H  1.914405  -0.410892  3.527110  0.370
H  2.444486  0.627514  1.957914  0.232
H  1.024126  -2.004117  2.019052  0.350
H  2.540924  -1.431137  1.090139  0.385
H  0.410442  0.231844  0.144812  0.626
H  0.528004  -2.686705  -0.473174  0.401
H  -0.678713  -1.815495  -2.484410  0.341
H  -1.650230  0.449930  -0.775121  0.213
H  -2.267049  -0.424939  -2.288192  0.377
H  -2.648037  -1.182119  0.900123  0.309
H  -4.033946  -1.602978  0.595322  0.311
O  -3.251959  -1.257702  0.146124  -0.602
H  0.722803  1.197921  -4.080567  0.276
H  0.385432  1.569584  -2.606905  0.309
O  0.882979  0.969649  -3.165257  -0.577
H  -1.858202  2.167248  0.782570  0.284
H  -2.844103  3.145783  0.033322  0.289
O  -2.199073  2.455928  -0.067123  -0.604
H  2.453589  0.274722  -1.917976  0.314
H  3.181181  0.843490  -0.686174  0.274
O  2.373014  0.910660  -1.203184  -0.588

Atoms 1-2, force components in eV/Å:
-0.128 0.566 -0.127
-0.005 -1.019 0.764


Which of these has the highest DFT total energy?
C6H18N2